Entry 1:
ORCA calculation (wB97M-V/def2-TZVPD) on the molecule C4H11N3.

```
! RIJCOSX wB97M-V def2-TZVPD def2/J DEFGRID3
* xyz 0 1
C 0.41 1.33 1.08
C 0.21 -1.54 -1.33
C 0.20 -1.66 1.26
N -0.20 1.12 -1.08
C -0.02 -0.90 -0.01
N -0.88 2.36 -0.98
N -0.35 0.38 0.04
H -1.87 2.23 -0.82
H -0.75 2.81 -1.88
H -0.11 1.12 2.01
H 0.28 2.38 0.85
H 1.46 1.05 1.14
H -0.41 -1.04 -2.08
H -0.01 -2.60 -1.29
H 1.24 -1.41 -1.67
H -0.01 -2.72 1.09
H 1.24 -1.59 1.62
H -0.45 -1.30 2.06
*
```

* energy above the lowest of the compared OMol25 structures with the same formula, charge and spin: 500.8 kJ/mol
* orbital gap (spin up / spin down): 7.0 / 7.9 eV
* electronic energy: -8792.42883 eV
* HOMO energy (spin up / spin down): -6.12 / -6.91 eV
* molar mass: 101.153 g mol⁻¹


Entry 2:
ORCA calculation (wB97M-V/def2-TZVPD) on the molecule C4H11N3.

```
! RIJCOSX wB97M-V def2-TZVPD def2/J DEFGRID3
* xyz 0 1
H 2.28 -2.69 1.31
N 2.35 -1.99 0.57
C 1.34 -1.22 0.84
N 1.00 -0.93 2.13
N 0.75 -0.33 -0.13
C -0.05 0.87 0.08
C -0.90 1.39 -1.07
C -1.92 0.39 -1.53
H 0.32 -0.23 2.32
H 1.69 -1.06 2.85
H 1.11 -0.74 -1.00
H -0.57 0.65 1.02
H 0.71 1.64 0.16
H -0.25 1.66 -1.91
H -1.34 2.34 -0.74
H -2.30 -0.29 -0.64
H -2.77 0.90 -2.01
H -1.44 -0.36 -2.25
*
```

* energy above the lowest of the compared OMol25 structures with the same formula, charge and spin: 176.7 kJ/mol
* orbital gap: 9.2 eV
* electronic energy: -8795.78757 eV
* HOMO energy: -8.40 eV
* structure (SMILES): [H]/N=C(\N)NCCC
* molar mass: 101.153 g mol⁻¹


Entry 3:
ORCA calculation (wB97M-V/def2-TZVPD) on a structure of composition C4H11N3.

```
! RIJCOSX wB97M-V def2-TZVPD def2/J DEFGRID3
* xyz 0 1
C -1.91 1.03 -1.24
C -0.72 -1.45 0.00
N -0.80 1.05 -0.30
C 1.07 0.37 0.66
C -0.22 -0.05 0.09
N 2.19 0.10 -0.25
N 1.38 -0.07 1.99
H 0.48 1.57 0.32
H 1.91 0.17 -1.22
H 2.94 0.77 -0.10
H 2.21 -0.64 2.10
H 0.64 -0.55 2.49
H -2.30 2.05 -1.33
H -2.71 0.38 -0.88
H -1.61 0.68 -2.23
H -0.86 -1.73 -1.05
H -1.69 -1.57 0.50
H 0.01 -2.12 0.45
*
```

* energy above the lowest of the compared OMol25 structures with the same formula, charge and spin: 355.2 kJ/mol
* orbital gap: 8.2 eV
* electronic energy: -8793.93731 eV
* HOMO energy: -7.35 eV
* molar mass: 101.153 g mol⁻¹


Entry 4:
ORCA calculation (wB97M-V/def2-TZVPD) on a cluster of 2 separate species, C4H11N3 in total.

```
! RIJCOSX wB97M-V def2-TZVPD def2/J DEFGRID3
* xyz 0 1
C 3.58 0.38 -0.99
C -0.59 1.30 0.11
C -2.12 -0.90 1.14
C -0.56 -0.05 -0.39
N 2.84 0.16 -0.03
N -1.26 -2.17 -0.68
N -1.32 -1.04 0.10
H 3.23 0.40 -1.97
H -1.68 1.55 0.06
H 0.06 1.97 -0.44
H -0.35 1.37 1.14
H 4.67 0.56 -0.93
H -2.89 -1.70 1.44
H -2.33 -0.05 1.55
H 0.14 -0.39 -1.03
H 1.84 -0.10 -0.24
H -1.82 -2.78 -0.23
H -0.32 -2.58 -0.59
*
```

* energy above the lowest of the compared OMol25 structures with the same formula, charge and spin: 590.6 kJ/mol
* orbital gap: 7.6 eV
* electronic energy: -8791.49838 eV
* HOMO energy: -6.69 eV
* molar mass: 101.153 g mol⁻¹


Entry 5:
ORCA calculation (wB97M-V/def2-TZVPD) on the molecule C4H11N3.

```
! RIJCOSX wB97M-V def2-TZVPD def2/J DEFGRID3
* xyz 0 1
C -1.40 -1.26 0.09
C -0.59 0.01 -0.04
C 0.75 -0.01 0.70
N 1.60 1.13 0.50
N 1.59 -1.05 0.19
C -0.77 0.80 -1.33
N -1.38 1.26 -0.09
H -2.46 -1.10 -0.11
H -1.32 -1.68 1.10
H -1.04 -2.02 -0.62
H 0.57 -0.14 1.77
H 1.08 1.99 0.62
H 1.90 1.10 -0.47
H 1.25 -1.95 0.52
H 2.50 -0.92 0.64
H -1.45 0.42 -2.08
H 0.04 1.40 -1.72
H -0.87 2.04 0.32
*
```

* energy above the lowest of the compared OMol25 structures with the same formula, charge and spin: 191.0 kJ/mol
* orbital gap: 10.3 eV
* electronic energy: -8795.63900 eV
* HOMO energy: -9.32 eV
* structure (SMILES): C[C@@]1(C(N)N)CN1
* molar mass: 101.153 g mol⁻¹


Entry 6:
ORCA calculation (wB97M-V/def2-TZVPD) on the molecule C4H11N3O.

```
! RIJCOSX wB97M-V def2-TZVPD def2/J DEFGRID3
* xyz 0 1
N -2.54 1.51 -0.96
C -1.33 1.46 -0.07
C -0.79 -0.08 0.03
C 0.67 -0.09 0.35
N 1.59 0.04 -0.82
C 1.00 -1.44 1.12
N 2.25 -1.96 0.87
O 0.37 -2.01 2.01
H -3.44 1.74 -0.56
H -2.35 1.37 -1.92
H -1.67 1.89 0.93
H -0.66 2.13 -0.58
H -0.93 -0.39 -0.98
H -1.45 -0.82 0.58
H 0.90 0.77 1.04
H 1.65 1.01 -0.90
H 1.31 -0.49 -1.66
H 2.62 -2.82 1.42
H 2.81 -1.83 0.10
*
```

* energy above the lowest of the compared OMol25 structures with the same formula, charge and spin: 183.6 kJ/mol
* orbital gap: 9.6 eV
* electronic energy: -10843.30826 eV
* HOMO energy: -8.65 eV
* structure (SMILES): NCC[C@H](N)C(N)=O
* molar mass: 117.152 g mol⁻¹


Entry 7:
ORCA calculation (wB97M-V/def2-TZVPD) on a structure of composition C4H11N3O.

```
! RIJCOSX wB97M-V def2-TZVPD def2/J DEFGRID3
* xyz 0 1
N -0.60 -0.16 2.29
C 0.39 -0.12 1.28
C -0.28 0.25 -0.12
N 2.02 -1.58 -0.75
C 1.73 -0.50 -1.49
C 0.72 0.67 -1.20
N 0.12 1.10 -2.41
O -2.80 0.21 1.02
H -1.57 0.15 1.98
H -0.70 -1.01 2.83
H 1.08 0.73 1.42
H 1.07 -0.96 1.06
H -1.07 0.97 0.06
H -0.87 -0.61 -0.48
H -3.56 -0.36 1.17
H 2.24 -0.34 -2.46
H 0.96 -1.69 -1.25
H 1.48 1.26 -0.64
H -0.35 1.99 -2.29
*
```

* energy above the lowest of the compared OMol25 structures with the same formula, charge and spin: 1146.8 kJ/mol
* orbital gap: 4.0 eV
* electronic energy: -10833.32538 eV
* HOMO energy: -8.29 eV
* molar mass: 117.152 g mol⁻¹


Entry 8:
ORCA calculation (wB97M-V/def2-TZVPD) on the molecule C4H11N3O.

```
! RIJCOSX wB97M-V def2-TZVPD def2/J DEFGRID3
* xyz 0 1
C -0.65 0.12 1.12
N -0.77 -1.17 0.64
C -0.96 -1.36 -0.76
N -2.02 -0.50 -1.29
O 0.25 -1.18 -1.52
C 0.68 0.99 0.71
C 1.92 0.07 0.95
N 0.58 1.41 -0.59
H -0.68 0.10 2.21
H -1.51 0.67 0.74
H -1.25 -2.39 -0.94
H -2.34 -0.83 -2.19
H -1.66 0.44 -1.38
H 0.69 1.82 1.43
H 2.32 0.26 1.95
H 2.67 0.31 0.21
H 1.62 -0.98 0.85
H 0.67 2.43 -0.69
H 0.45 -0.21 -1.44
*
```

* energy above the lowest of the compared OMol25 structures with the same formula, charge and spin: 571.0 kJ/mol
* orbital gap: 6.1 eV
* electronic energy: -10839.29301 eV
* HOMO energy: -8.51 eV
* molar mass: 117.152 g mol⁻¹


Entry 9:
ORCA calculation (wB97M-V/def2-TZVPD) on the molecule C4H11N3O.

```
! RIJCOSX wB97M-V def2-TZVPD def2/J DEFGRID3
* xyz 0 1
C -0.65 -1.45 -2.22
N 0.46 -0.69 -1.69
C 0.77 -0.40 -0.30
O 1.91 -0.03 -0.08
C -0.25 -0.73 0.82
N -0.34 0.17 1.96
C -0.58 1.54 1.56
N 0.69 2.20 1.00
H -0.85 -0.78 -3.09
H -1.68 -1.37 -1.69
H -0.50 -2.50 -2.66
H 1.43 -0.74 -2.28
H 0.03 -1.78 1.03
H -1.17 -0.87 0.26
H 0.65 0.16 2.47
H -1.58 1.42 0.94
H -0.92 2.10 2.51
H 1.63 1.79 1.43
H 0.94 1.98 0.03
*
```

* energy above the lowest of the compared OMol25 structures with the same formula, charge and spin: 315.3 kJ/mol
* orbital gap: 9.4 eV
* electronic energy: -10841.94389 eV
* HOMO energy: -8.60 eV
* structure (SMILES): CNC(=O)CNCN
* molar mass: 117.152 g mol⁻¹


Entry 10:
ORCA calculation (wB97M-V/def2-TZVPD) on the molecule C4H11N3O.

```
! RIJCOSX wB97M-V def2-TZVPD def2/J DEFGRID3
* xyz 0 1
C -1.53 0.01 1.48
C -0.72 -1.09 -0.46
O -0.14 -2.14 0.33
N -1.72 -0.29 0.07
H -0.82 -2.82 0.43
H -1.03 -1.52 -1.43
H -0.50 0.32 1.76
H -2.21 0.82 1.75
H -1.77 -0.84 2.13
C 1.91 -0.43 -0.68
N 0.63 2.17 -0.33
C -0.02 1.11 -0.85
N 0.50 -0.12 -0.77
H 0.23 3.08 -0.43
H 1.27 2.03 0.43
H -0.89 1.32 -1.45
H 2.02 -1.50 -0.87
H 2.32 -0.24 0.32
H 2.49 0.14 -1.42
*
```

* energy above the lowest of the compared OMol25 structures with the same formula, charge and spin: 379.8 kJ/mol
* orbital gap: 7.2 eV
* electronic energy: -10841.27531 eV
* HOMO energy: -6.64 eV
* molar mass: 117.152 g mol⁻¹


Entry 11:
ORCA calculation (wB97M-V/def2-TZVPD) on the molecule C4H11N3O.

```
! RIJCOSX wB97M-V def2-TZVPD def2/J DEFGRID3
* xyz 0 1
C 0.59 1.73 0.62
C 0.09 0.36 0.23
C -1.17 0.08 -0.06
N -1.77 -1.17 -0.11
N -2.13 1.20 -0.04
C 1.18 -0.78 0.23
N 0.81 -1.96 -0.52
O 2.42 -0.34 -0.29
H 0.99 2.28 -0.23
H -0.22 2.30 1.06
H 1.37 1.65 1.38
H -1.09 -1.92 -0.08
H -2.46 -1.27 -0.84
H -3.07 0.89 -0.26
H -1.84 1.98 -0.61
H 1.34 -1.10 1.28
H 0.87 -1.76 -1.52
H 1.47 -2.70 -0.31
H 2.62 0.54 0.06
*
```

* energy above the lowest of the compared OMol25 structures with the same formula, charge and spin: 128.7 kJ/mol
* orbital gap: 8.5 eV
* electronic energy: -10843.87704 eV
* HOMO energy: -7.54 eV
* structure (SMILES): CC(=C(N)N)[C@@H](N)O
* molar mass: 117.152 g mol⁻¹


Entry 12:
ORCA calculation (wB97M-V/def2-TZVPD) on a cluster of 2 separate species, C4H11N3O2 in total.

```
! RIJCOSX wB97M-V def2-TZVPD def2/J DEFGRID3
* xyz 0 1
H 2.06 -1.78 -2.54
N 1.42 -1.48 -1.87
C 1.55 -1.76 -0.59
N 2.69 -1.96 0.16
N 0.42 -1.60 0.20
C 0.37 -1.10 1.54
H 2.80 -1.53 1.08
H 3.52 -2.25 -0.32
H -0.30 -1.17 -0.32
H 0.78 -0.09 1.60
H 0.97 -1.73 2.22
H -0.68 -1.15 1.79
C -2.48 2.95 -0.03
C -1.76 1.68 -0.44
O -1.91 0.61 0.16
O -0.94 1.81 -1.49
H -3.50 2.96 -0.37
H -2.02 3.89 -0.23
H -2.59 2.71 1.07
H -0.40 0.99 -1.65
*
```

* energy above the lowest of the compared OMol25 structures with the same formula, charge and spin: 109.1 kJ/mol
* orbital gap: 9.3 eV
* electronic energy: -12891.69925 eV
* HOMO energy: -8.48 eV
* structure (SMILES): [H]/N=C(\N)NC.CC(=O)O
* molar mass: 133.151 g mol⁻¹


Entry 13:
ORCA calculation (wB97M-V/def2-TZVPD) on the molecule C4H11N3O2.

```
! RIJCOSX wB97M-V def2-TZVPD def2/J DEFGRID3
* xyz 0 1
C 1.73 1.00 0.72
C 0.71 0.30 -0.17
C 1.37 -0.63 -1.18
O -0.21 1.17 -0.78
C -1.39 0.28 -0.14
N -2.27 1.10 0.56
O -2.02 -0.52 -1.05
N -0.37 -0.36 0.64
N -0.49 -1.74 0.85
H 2.38 1.62 0.11
H 2.33 0.27 1.26
H 1.21 1.62 1.45
H 1.96 -1.41 -0.69
H 2.03 -0.04 -1.81
H 0.61 -1.08 -1.82
H -2.78 1.72 -0.07
H -1.76 1.65 1.24
H -2.93 -0.66 -0.77
H -0.22 -2.28 0.03
H 0.11 -1.99 1.63
*
```

* energy above the lowest of the compared OMol25 structures with the same formula, charge and spin: 221.9 kJ/mol
* orbital gap: 9.9 eV
* electronic energy: -12890.53040 eV
* HOMO energy: -9.00 eV
* structure (SMILES): CC1(C)O[C@@](N)(O)N1N
* molar mass: 133.151 g mol⁻¹


Entry 14:
ORCA calculation (wB97M-V/def2-TZVPD) on a cluster of 2 separate species, C4H11N3O2 in total.

```
! RIJCOSX wB97M-V def2-TZVPD def2/J DEFGRID3
* xyz 0 1
C 0.18 -2.10 2.01
C -0.48 -0.83 2.56
O -0.76 0.09 1.69
O -0.96 -0.75 3.68
H 0.73 -1.95 1.08
H -0.56 -2.90 1.85
H 0.99 -2.48 2.64
C 0.84 -0.57 -3.19
C 0.28 1.09 -1.51
N 0.41 0.27 -0.53
N 0.72 0.84 -2.82
N -0.45 2.22 -1.34
H 0.78 -0.62 -0.84
H -0.05 0.05 0.59
H 1.15 1.67 -3.20
H -0.42 2.96 -2.04
H -0.81 2.49 -0.45
H 1.29 -0.81 -4.17
H -0.20 -0.92 -3.28
H 1.43 -1.16 -2.48
*
```

* energy above the lowest of the compared OMol25 structures with the same formula, charge and spin: 150.7 kJ/mol
* orbital gap: 8.4 eV
* electronic energy: -12891.26795 eV
* HOMO energy: -8.28 eV
* molar mass: 133.151 g mol⁻¹